# 1
ORCA calculation (ωB97M-V/def2-TZVPD) on a 7-piece molecular cluster, C18H36Br10O4 overall at a distorted geometry.

```
68
Properties=species:S:1:pos:R:3:mulliken_charge:R:1
C 11.22 16.61 20.68 -1.242
C 10.54 16.21 19.41 -0.074
O 9.36 16.95 19.20 -0.269
C 8.79 17.07 17.99 0.760
C 7.55 18.02 18.00 -1.002
O 9.06 16.56 16.90 -0.570
H 11.83 17.50 20.83 0.354
H 12.02 15.87 20.70 0.367
H 10.64 16.50 21.60 0.295
H 11.22 16.27 18.57 0.317
H 10.31 15.15 19.51 0.199
H 6.88 18.01 17.15 0.188
H 7.71 19.06 18.30 0.363
H 6.98 17.50 18.77 0.353
C 9.10 18.13 10.34 -0.398
C 9.85 17.90 9.01 -0.519
O 10.01 19.18 8.41 -0.194
C 10.59 19.34 7.22 0.650
C 10.38 20.74 6.62 -1.022
O 11.14 18.46 6.62 -0.562
H 8.11 18.50 10.07 0.331
H 9.64 18.79 11.01 0.326
H 8.91 17.20 10.88 -0.149
H 10.83 17.53 9.29 0.279
H 9.50 17.09 8.37 0.273
H 9.31 20.91 6.51 0.293
H 10.87 21.06 5.70 0.314
H 10.51 21.41 7.47 0.303
Br 7.03 17.97 12.96 -0.126
C 5.31 18.45 13.74 -0.675
C 4.49 17.23 13.91 -0.259
Br 2.87 17.78 14.97 -0.191
H 4.86 19.23 13.12 0.489
H 5.50 18.93 14.70 0.322
H 5.12 16.53 14.46 0.056
H 4.18 16.79 12.96 0.461
Br -1.80 14.67 15.31 -0.134
C -0.48 16.03 15.53 -0.506
C -0.85 17.23 14.66 -0.561
Br -1.09 16.72 12.67 -0.145
H 0.43 15.50 15.27 0.284
H -0.51 16.37 16.57 0.373
H -0.08 18.00 14.72 0.259
H -1.69 17.79 15.07 0.415
Br 5.30 13.21 11.29 -0.140
C 7.20 13.32 11.58 -0.450
C 7.66 14.74 11.18 -0.412
Br 7.78 14.85 9.16 -0.147
H 7.83 12.59 11.07 0.441
H 7.35 13.18 12.65 0.254
H 8.63 15.00 11.61 0.422
H 6.98 15.53 11.49 0.067
Br 5.56 13.77 15.30 -0.142
C 6.40 14.36 17.00 -0.374
C 7.15 13.10 17.56 -0.591
Br 5.86 11.71 18.10 -0.146
H 5.60 14.75 17.64 0.458
H 7.10 15.14 16.72 0.013
H 7.78 13.50 18.36 0.340
H 7.82 12.72 16.79 0.406
Br 6.22 22.66 13.69 -0.178
C 7.82 22.82 12.44 -0.595
C 8.13 21.40 11.83 -0.551
Br 6.58 20.79 10.75 -0.134
H 8.64 23.10 13.10 0.413
H 7.57 23.55 11.67 0.373
H 8.43 20.55 12.45 0.282
H 8.90 21.55 11.08 0.368
```

Properties
Multiplicity   1
HOMO   -9.76 eV
Total energy   -727863.8335 eV
Frontier orbital gap   0.3646 hartree
Relative energy (zero: lowest compared OMol25 entry of this formula, charge and spin)   230.5 kJ/mol

# 2
ORCA calculation (ωB97M-V/def2-TZVPD) on a 9-piece molecular cluster, C18H36Br18 overall at a distorted geometry.

```
72
Properties=species:S:1:pos:R:3:mulliken_charge:R:1
Br -2.94 -2.30 1.67 -0.100
C -4.80 -2.26 2.37 -0.702
C -5.16 -3.68 2.74 -0.569
Br -7.10 -3.61 3.25 -0.195
H -5.39 -1.80 1.59 0.425
H -4.75 -1.55 3.18 0.404
H -4.63 -4.07 3.60 0.386
H -5.09 -4.36 1.90 0.398
Br -6.15 2.00 1.37 -0.148
C -4.59 1.39 2.34 -0.249
C -3.51 2.46 2.31 -0.048
Br -1.98 1.86 3.35 -0.136
H -4.15 0.49 1.93 -0.052
H -4.98 1.29 3.35 0.399
H -3.93 3.39 2.68 0.479
H -3.13 2.65 1.31 -0.326
Br -0.99 0.01 -2.93 -0.149
C -0.92 -1.09 -1.31 -0.251
C 0.02 -0.40 -0.35 -0.143
Br -0.77 1.43 0.06 0.015
H -0.52 -2.04 -1.67 0.229
H -1.88 -1.36 -0.86 0.304
H 0.97 -0.29 -0.85 -0.023
H 0.13 -0.87 0.62 0.025
Br 1.71 5.24 -4.71 -0.163
C 0.63 3.70 -4.02 -0.641
C 1.15 3.24 -2.69 0.267
Br 0.65 4.58 -1.32 -0.141
H 0.87 3.03 -4.84 0.418
H -0.45 3.84 -4.07 0.323
H 2.23 3.23 -2.76 0.314
H 0.81 2.28 -2.32 -0.400
Br 1.27 -2.53 7.43 -0.159
C 0.71 -2.79 5.59 -0.566
C 1.74 -2.08 4.77 -0.810
Br 1.41 -2.44 2.84 -0.075
H -0.31 -2.42 5.47 0.378
H 0.66 -3.87 5.46 0.379
H 2.72 -2.46 5.02 0.449
H 1.65 -1.01 4.96 0.424
Br 2.48 2.78 1.53 -0.098
C 2.99 0.99 2.19 -0.273
C 4.45 1.03 2.56 -0.509
Br 4.97 -0.58 3.50 -0.190
H 2.80 0.32 1.36 0.090
H 2.35 0.68 3.01 0.255
H 4.70 1.87 3.20 0.399
H 5.12 1.05 1.70 0.305
Br -3.46 5.36 -0.10 -0.150
C -3.16 5.04 -2.01 -0.472
C -3.32 3.54 -2.27 -0.255
Br -3.59 3.16 -4.16 -0.170
H -2.18 5.47 -2.21 0.260
H -3.94 5.60 -2.51 0.437
H -4.20 3.24 -1.71 0.422
H -2.45 2.99 -1.92 -0.060
Br 3.54 0.69 -1.49 -0.098
C 4.29 -0.17 -3.11 -0.754
C 4.64 0.85 -4.17 -0.374
Br 5.09 -0.16 -5.79 -0.168
H 3.61 -0.98 -3.41 0.397
H 5.14 -0.81 -2.87 0.436
H 5.50 1.43 -3.88 0.367
H 3.78 1.50 -4.30 0.219
Br 1.68 -3.77 -0.72 -0.094
C 2.38 -4.47 -2.42 -0.733
C 2.49 -5.99 -2.45 -0.570
Br 3.21 -6.52 -4.20 -0.168
H 3.37 -4.05 -2.51 0.415
H 1.72 -4.15 -3.23 0.404
H 1.55 -6.53 -2.36 0.394
H 3.22 -6.25 -1.69 0.365
```

Properties
Multiplicity   1
HOMO   -9.59 eV
Total energy   -1280015.7761 eV
Frontier orbital gap   0.3538 hartree
Relative energy (zero: lowest compared OMol25 entry of this formula, charge and spin)   89.6 kJ/mol

# 3
ORCA calculation (ωB97M-V/def2-TZVPD) on an isolated ion of composition C18H36N2O2P and charge -1 at a distorted geometry.

```
59
Properties=species:S:1:pos:R:3:mulliken_charge:R:1
C 1.05 -5.05 1.29 -0.716
O 1.33 -4.27 0.15 -0.346
C 2.51 -3.48 0.40 -0.745
C 2.39 -2.06 -0.16 -0.044
C 3.65 -1.27 0.27 -0.672
C 3.36 -0.20 1.34 -1.469
P 2.16 1.21 0.81 1.516
C 3.57 2.25 0.00 -1.486
C 3.41 2.59 -1.50 -0.896
C 3.49 1.39 -2.46 0.362
N 2.54 1.64 -3.58 -0.858
C 0.84 2.59 0.52 -1.289
C -0.52 2.03 0.00 -0.363
C -1.44 1.58 1.15 -0.636
N -2.88 1.64 0.80 -0.096
C -3.64 0.47 1.21 -0.872
C -4.79 0.12 0.27 0.746
C -4.93 0.80 -0.92 -0.598
C -5.94 0.45 -1.79 -0.409
C -6.81 -0.58 -1.49 -0.635
C -6.66 -1.23 -0.29 -0.180
C -5.66 -0.90 0.59 -0.023
O -5.57 -1.63 1.76 -0.634
H 1.96 -5.52 1.70 0.302
H 0.37 -5.86 1.00 0.242
H 0.58 -4.44 2.07 0.293
H 3.43 -3.98 0.08 0.271
H 2.60 -3.36 1.49 0.450
H 2.32 -2.11 -1.25 0.237
H 1.50 -1.62 0.30 0.021
H 4.32 -2.01 0.74 0.529
H 4.22 -0.89 -0.58 0.363
H 2.89 -0.73 2.19 0.429
H 4.31 0.19 1.75 0.490
H 2.48 1.87 2.10 -0.249
H 1.06 0.42 1.44 -0.209
H 1.81 0.55 -0.46 -0.625
H 4.52 1.70 0.09 0.390
H 3.71 3.17 0.58 0.472
H 2.50 3.16 -1.74 0.434
H 4.25 3.25 -1.77 0.338
H 4.48 1.38 -2.94 0.320
H 3.21 0.44 -2.01 -0.209
H 2.36 0.77 -4.08 0.229
H 1.63 1.90 -3.20 0.244
H 1.18 3.44 -0.09 0.430
H 0.60 3.02 1.51 0.467
H -0.33 1.21 -0.71 0.037
H -1.04 2.83 -0.55 0.399
H -1.26 2.26 2.00 0.211
H -1.10 0.59 1.47 0.189
H -3.24 2.44 1.31 0.250
H -3.99 0.51 2.26 0.350
H -2.96 -0.40 1.17 0.422
H -4.26 1.61 -1.20 0.429
H -6.02 0.98 -2.74 0.350
H -7.59 -0.88 -2.18 0.356
H -7.33 -2.05 -0.04 0.380
H -4.66 -1.91 1.92 0.311
```

Properties
Multiplicity   1
HOMO   -3.50 eV
Net charge   -1
Total energy   -35610.4724 eV
Frontier orbital gap   0.2218 hartree
Relative energy (zero: lowest compared OMol25 entry of this formula, charge and spin)   38.9 kJ/mol

# 4
ORCA calculation (ωB97M-V/def2-TZVPD) on a 3-piece molecular cluster, C18H36N4O2 overall at a distorted geometry.

```
60
Properties=species:S:1:pos:R:3:mulliken_charge:R:1
C 0.19 -3.99 0.30 -0.459
O 0.66 -3.28 -0.87 -0.496
C 1.04 -1.90 -0.53 0.746
C -0.25 -1.01 -0.86 -0.463
N -1.18 -0.84 0.32 -0.637
C 2.30 -1.58 -1.46 -1.060
C 2.68 -0.03 -1.53 -0.726
C 3.19 0.60 -0.15 -0.291
C 2.04 1.43 0.62 -0.141
N 2.18 1.39 2.11 0.039
C 1.21 2.37 2.67 -0.730
C 1.99 0.04 2.65 0.530
C 3.30 -0.72 3.17 -1.184
O 0.88 -0.52 2.78 -0.540
H 0.87 -4.90 0.50 0.236
H -0.82 -4.44 0.01 0.158
H 0.07 -3.36 1.23 0.223
H 1.35 -1.78 0.55 0.126
H -0.02 0.02 -1.27 0.378
H -0.87 -1.55 -1.65 -0.032
H -0.83 -1.41 1.10 0.283
H -1.08 0.13 0.65 0.320
H 1.99 -1.88 -2.52 0.261
H 3.16 -2.25 -1.14 0.287
H 3.57 0.05 -2.26 0.393
H 1.87 0.63 -1.96 0.302
H 3.71 -0.14 0.54 -0.004
H 3.99 1.37 -0.43 0.338
H 2.18 2.52 0.32 0.401
H 1.02 1.11 0.23 -0.101
H 0.28 2.48 2.02 0.094
H 0.93 2.10 3.74 0.353
H 1.73 3.38 2.70 0.296
H 3.97 0.09 3.62 0.351
H 3.86 -1.26 2.35 0.270
H 3.01 -1.51 3.94 0.360
C -0.31 6.28 2.60 -1.007
C -1.40 6.59 1.58 -0.444
C -2.15 5.34 1.11 -0.430
C -1.19 4.38 0.46 0.273
N -0.45 3.64 -0.04 -0.427
H 0.46 5.64 2.18 0.223
H 0.17 7.21 2.93 0.347
H -0.73 5.79 3.48 0.307
H -0.95 7.09 0.72 0.300
H -2.12 7.29 2.02 0.309
H -2.93 5.61 0.39 0.312
H -2.63 4.84 1.96 0.284
C -1.99 -3.92 -3.19 -0.573
C -3.27 -4.58 -2.67 -0.409
C -4.29 -4.86 -3.78 -0.488
C -4.70 -3.57 -4.43 0.241
N -5.02 -2.57 -4.94 -0.437
H -2.20 -2.94 -3.63 0.365
H -1.29 -3.76 -2.37 -0.180
H -1.51 -4.54 -3.95 0.339
H -3.72 -3.93 -1.91 0.283
H -3.01 -5.52 -2.18 0.331
H -5.17 -5.34 -3.36 0.309
H -3.86 -5.52 -4.53 0.290
```

Properties
Multiplicity   1
HOMO   -8.80 eV
Total energy   -29302.2798 eV
Frontier orbital gap   0.3493 hartree

# 5
ORCA calculation (ωB97M-V/def2-TZVPD) on C18H36N7O5Ru as an isolated structure at a distorted geometry.

```
67
Properties=species:S:1:pos:R:3:mulliken_spin:R:1
Ru -0.15 -0.58 -0.07 1.292
C 2.66 4.07 1.59 0.002
O 1.93 3.40 0.55 -0.002
C 1.40 2.21 0.72 0.006
O 0.74 1.71 -0.18 0.042
N 1.56 1.60 1.92 -0.003
N 1.13 0.27 2.03 0.033
H 2.90 5.04 1.19 0.000
H 3.59 3.54 1.83 0.000
H 2.05 4.19 2.49 0.000
H 2.26 1.92 2.58 0.001
H 0.76 0.12 2.96 0.000
H 1.91 -0.36 1.86 -0.004
C -3.29 -1.19 0.01 0.016
N -2.16 -1.41 0.93 -0.044
C -2.41 -0.69 2.19 -0.004
C -2.04 -2.85 1.19 -0.007
C -0.72 -3.21 1.83 0.009
N 0.41 -2.90 0.95 -0.026
C 1.66 -2.93 1.71 0.001
C 0.50 -3.89 -0.14 -0.008
H -4.18 -1.72 0.37 0.002
H -3.04 -1.55 -0.98 -0.004
H -3.53 -0.14 -0.04 0.004
H -3.37 -0.97 2.62 -0.003
H -2.42 0.39 2.01 0.001
H -1.63 -0.90 2.92 0.001
H -2.14 -3.37 0.23 -0.001
H -2.85 -3.19 1.84 -0.001
H -0.73 -4.28 2.08 -0.003
H -0.59 -2.66 2.76 -0.001
H 1.90 -3.95 2.04 0.000
H 1.59 -2.30 2.59 0.000
H 2.48 -2.58 1.08 0.001
H 0.56 -4.91 0.26 -0.001
H 1.40 -3.71 -0.72 -0.001
H -0.37 -3.83 -0.79 0.004
N 3.90 -0.33 -1.87 -0.001
C 2.63 -0.49 -1.51 -0.009
O 2.30 -0.66 -0.33 0.005
C 1.58 -0.45 -2.59 0.041
C 0.39 -1.29 -2.21 -0.332
H 4.62 -0.31 -1.17 0.000
H 4.17 -0.22 -2.83 -0.001
H 2.02 -0.78 -3.54 -0.017
H 1.29 0.60 -2.70 -0.003
H 0.63 -2.35 -2.17 0.004
H -0.51 -1.09 -2.77 0.009
O -3.27 -0.83 -4.37 0.000
C -4.25 0.18 -4.47 0.000
N -3.75 1.43 -4.99 0.000
C -3.11 2.42 -4.31 0.000
O -2.77 3.46 -4.83 0.000
C -2.81 2.20 -2.84 -0.005
C -3.21 3.16 -1.93 -0.001
C -2.84 3.02 -0.60 -0.003
C -2.05 1.94 -0.25 0.014
N -1.67 1.01 -1.12 -0.004
C -2.03 1.14 -2.40 -0.009
H -3.05 -1.15 -5.25 0.000
H -4.62 0.34 -3.45 0.000
H -5.08 -0.14 -5.10 0.000
H -3.92 1.64 -5.96 0.000
H -3.82 4.00 -2.25 0.000
H -3.14 3.74 0.14 0.000
H -1.70 1.82 0.77 -0.003
H -1.71 0.37 -3.08 0.015
```

Properties
Multiplicity   2
HOMO (alpha / beta)   -14.44 / -14.43 eV
<S²>   1.06
Net charge   +2
Total energy   -42485.1189 eV
Frontier orbital gap (alpha / beta)   0.2795 / 0.3079 hartree
Relative energy (zero: lowest compared OMol25 entry of this formula, charge and spin)   0.0 kJ/mol

# 6
ORCA calculation (ωB97M-V/def2-TZVPD) on a 6-piece molecular cluster, C18H36O6 overall at a distorted geometry.

```
60
Properties=species:S:1:pos:R:3:mulliken_charge:R:1
C 2.66 -2.30 -1.39 -0.703
C 2.73 -1.27 -2.48 0.736
C 1.65 -1.27 -3.55 -0.911
O 3.58 -0.41 -2.48 -0.576
H 2.56 -1.77 -0.44 0.124
H 3.62 -2.80 -1.32 0.343
H 1.87 -3.02 -1.54 0.200
H 2.09 -0.99 -4.51 0.310
H 0.90 -0.55 -3.21 0.139
H 1.18 -2.25 -3.65 0.369
C -6.63 2.56 -0.16 -0.963
C -6.03 1.44 0.68 0.729
C -6.85 0.94 1.83 -1.062
O -4.98 0.93 0.37 -0.541
H -6.03 3.47 -0.04 0.286
H -7.65 2.79 0.16 0.303
H -6.64 2.23 -1.20 0.303
H -7.32 1.72 2.42 0.352
H -6.27 0.28 2.48 0.310
H -7.66 0.35 1.37 0.288
C 0.54 2.05 -2.14 -0.863
C 0.35 3.12 -1.11 0.643
C 0.77 4.51 -1.47 -1.249
O -0.05 2.85 -0.01 -0.511
H 1.60 1.76 -2.16 0.243
H 0.27 2.36 -3.15 0.403
H 0.01 1.16 -1.81 0.266
H 1.66 4.45 -2.12 0.366
H 1.04 5.05 -0.57 0.337
H -0.01 5.04 -2.01 0.318
C 0.78 0.06 1.96 -0.474
C -0.68 -0.31 1.89 0.524
C -1.68 0.75 2.23 -1.030
O -1.02 -1.43 1.57 -0.564
H 0.86 1.06 2.39 0.351
H 1.16 0.11 0.93 -0.146
H 1.36 -0.71 2.47 0.470
H -2.66 0.41 1.94 0.269
H -1.39 1.69 1.74 0.270
H -1.63 0.96 3.31 0.334
C -0.25 -4.35 0.47 -0.906
C -0.56 -5.57 -0.37 0.747
C -2.02 -5.84 -0.65 -1.086
O 0.31 -6.31 -0.76 -0.584
H 0.80 -4.10 0.38 0.215
H -0.48 -4.61 1.51 0.399
H -0.89 -3.52 0.21 0.294
H -2.47 -6.15 0.29 0.285
H -2.11 -6.65 -1.36 0.333
H -2.52 -4.92 -0.96 0.326
C 4.00 1.43 0.99 -0.577
C 5.05 2.12 1.84 0.569
C 6.48 1.67 1.66 -1.046
O 4.77 3.05 2.56 -0.566
H 2.99 1.68 1.30 0.082
H 4.17 0.37 0.83 0.356
H 4.15 1.90 0.01 0.262
H 6.99 1.67 2.62 0.332
H 7.00 2.39 1.01 0.264
H 6.54 0.70 1.18 0.309
```

Properties
Multiplicity   1
HOMO   -9.27 eV
Total energy   -31534.3437 eV
Frontier orbital gap   0.3627 hartree
Relative energy (zero: lowest compared OMol25 entry of this formula, charge and spin)   4.3 kJ/mol

# 7
ORCA calculation (ωB97M-V/def2-TZVPD) on a 8-piece molecular cluster, C18H37Br12NOS overall at a distorted geometry.

```
70
Properties=species:S:1:pos:R:3:mulliken_spin:R:1
C 4.16 16.26 -5.97 0.000
C 5.48 15.45 -5.57 0.001
C 6.69 16.24 -4.94 0.000
C 6.47 16.84 -3.66 0.000
N 6.34 17.35 -2.58 0.000
H 4.58 16.89 -6.75 0.001
H 3.68 16.89 -5.22 0.001
H 3.43 15.55 -6.35 -0.001
H 5.83 14.91 -6.45 0.000
H 5.20 14.60 -4.94 0.000
H 7.13 17.09 -5.46 0.000
H 7.48 15.50 -4.83 0.000
C 5.40 13.27 -9.09 0.003
S 6.74 14.56 -9.54 0.000
O 6.53 15.73 -8.58 0.003
C 8.08 13.55 -8.80 0.001
H 5.64 12.29 -9.50 0.000
H 4.49 13.60 -9.60 -0.003
H 5.28 13.16 -8.01 0.000
H 9.09 13.84 -9.09 0.000
H 8.07 12.49 -9.03 0.000
H 7.93 13.60 -7.72 0.000
Br 1.30 14.46 -5.29 0.018
C 1.82 13.12 -6.63 0.001
C 0.87 11.95 -6.71 0.000
Br 1.96 10.59 -7.57 0.001
H 2.87 12.92 -6.44 0.001
H 1.98 13.62 -7.58 -0.002
H -0.01 12.10 -7.34 0.000
H 0.62 11.45 -5.77 0.000
Br 10.16 10.42 -8.57 0.000
C 9.37 8.73 -9.14 0.000
C 10.62 7.77 -9.32 0.000
Br 10.05 5.99 -9.85 0.000
H 8.84 8.93 -10.07 0.000
H 8.73 8.39 -8.34 0.000
H 11.22 7.68 -8.42 0.000
H 11.32 8.15 -10.07 0.000
Br 7.40 7.80 -2.56 0.000
C 7.47 9.36 -3.85 0.000
C 6.15 9.50 -4.66 0.000
Br 5.88 11.16 -5.87 0.000
H 8.34 9.24 -4.49 0.000
H 7.68 10.24 -3.24 0.000
H 5.28 9.48 -4.00 0.000
H 6.15 8.62 -5.30 0.000
Br 1.65 14.96 -14.42 0.057
C 1.84 13.63 -13.07 0.000
C 3.27 13.67 -12.53 0.023
Br 3.46 12.04 -11.39 0.005
H 1.88 12.70 -13.62 0.005
H 1.02 13.73 -12.36 0.001
H 3.35 14.57 -11.94 -0.015
H 4.13 13.62 -13.20 0.002
Br 15.03 11.90 -7.08 0.000
C 13.11 12.45 -7.16 0.000
C 13.17 13.93 -7.52 0.000
Br 11.33 14.71 -7.70 0.000
H 12.56 12.27 -6.24 0.000
H 12.78 11.93 -8.06 0.000
H 13.56 14.03 -8.54 0.000
H 13.77 14.56 -6.87 0.000
Br 3.84 17.91 -11.72 0.551
C 3.95 18.45 -9.87 -0.028
C 2.48 18.36 -9.24 -0.004
Br 1.79 16.46 -9.34 0.356
H 4.32 19.48 -9.92 0.020
H 4.73 17.84 -9.41 0.001
H 1.83 19.02 -9.82 -0.005
H 2.58 18.58 -8.17 0.006
```

Properties
Multiplicity   2
HOMO (alpha / beta)   -11.79 / -11.78 eV
<S²>   0.76
Net charge   +1
Total energy   -874136.5333 eV
Frontier orbital gap (alpha / beta)   0.2949 / 0.0736 hartree